Record 1
Computed, not measured: a 10-piece molecular cluster, C35H95N7O15 overall in a non-equilibrium geometry, with ωB97M-V with the def2-TZVPD basis set.

Last column: Löwdin charge in e.
Geometry (Å):
C (4.743, 2.485, -0.136)  -0.094
O (4.140, 1.321, -0.648)  -0.202
C (3.234, 1.548, -1.707)  -0.214
C (2.646, 0.201, -2.101)  -0.204
N (3.685, -0.758, -2.401)  -0.051
C (3.241, -2.150, -2.268)  -0.185
C (4.436, -3.096, -2.321)  -0.220
O (5.060, -3.026, -1.052)  -0.196
C (6.123, -3.940, -0.936)  -0.120
H (4.869, 2.368, 0.942)  0.071
H (4.212, 3.421, -0.321)  0.090
H (5.769, 2.604, -0.498)  0.090
H (3.715, 2.072, -2.542)  0.120
H (2.461, 2.217, -1.317)  0.091
H (2.028, 0.270, -2.998)  0.097
H (2.034, -0.138, -1.253)  0.094
H (4.481, -0.629, -1.783)  0.101
H (2.482, -2.308, -3.037)  0.109
H (2.775, -2.277, -1.282)  0.112
H (5.110, -2.813, -3.135)  0.124
H (4.101, -4.130, -2.452)  0.119
H (5.791, -4.985, -0.940)  0.086
H (6.613, -3.783, 0.023)  0.086
H (6.840, -3.803, -1.750)  0.086
C (1.071, 3.812, -3.751)  -0.114
O (0.565, 4.849, -2.970)  -0.155
C (0.400, 4.488, -1.624)  -0.240
C (-0.420, 5.524, -0.877)  -0.171
N (-1.810, 5.481, -1.345)  -0.077
C (-2.671, 6.476, -0.713)  -0.198
C (-3.833, 6.812, -1.640)  -0.236
O (-3.474, 7.460, -2.836)  -0.172
C (-2.994, 8.776, -2.613)  -0.098
H (1.064, 4.025, -4.822)  0.090
H (0.509, 2.878, -3.643)  0.079
H (2.128, 3.583, -3.569)  0.081
H (1.372, 4.431, -1.114)  0.118
H (-0.004, 3.474, -1.512)  0.109
H (-0.009, 6.533, -0.993)  0.126
H (-0.470, 5.212, 0.168)  0.115
H (-1.828, 5.520, -2.359)  0.125
H (-2.109, 7.405, -0.560)  0.103
H (-3.079, 6.118, 0.234)  0.126
H (-4.572, 7.394, -1.071)  0.124
H (-4.409, 5.908, -1.849)  0.107
H (-2.892, 9.224, -3.598)  0.091
H (-2.032, 8.796, -2.098)  0.078
H (-3.711, 9.355, -2.023)  0.092
C (0.467, -3.548, 4.026)  -0.126
O (1.371, -2.943, 3.159)  -0.187
C (0.769, -2.078, 2.196)  -0.187
C (1.830, -1.106, 1.706)  -0.197
N (2.360, -0.347, 2.831)  -0.059
C (3.594, 0.320, 2.412)  -0.190
C (4.245, 1.137, 3.524)  -0.224
O (3.619, 2.396, 3.629)  -0.190
C (3.865, 2.988, 4.886)  -0.104
H (0.907, -4.460, 4.435)  0.085
H (-0.550, -3.714, 3.653)  0.083
H (0.282, -2.925, 4.921)  0.087
H (0.001, -1.502, 2.724)  0.098
H (0.301, -2.658, 1.401)  0.122
H (1.403, -0.443, 0.950)  0.092
H (2.566, -1.712, 1.157)  0.123
H (2.497, -0.984, 3.610)  0.119
H (3.263, 0.971, 1.601)  0.092
H (4.304, -0.404, 1.995)  0.130
H (5.312, 1.212, 3.297)  0.122
H (4.136, 0.537, 4.435)  0.123
H (3.483, 4.004, 4.881)  0.091
H (4.939, 3.000, 5.110)  0.089
H (3.424, 2.397, 5.697)  0.069
C (1.096, 1.704, 8.230)  -0.146
O (0.004, 2.217, 7.529)  -0.175
C (-0.065, 1.669, 6.213)  -0.211
C (-1.388, 2.191, 5.639)  -0.207
N (-1.835, 1.592, 4.387)  -0.058
C (-1.886, 0.135, 4.388)  -0.205
C (-2.552, -0.354, 3.096)  -0.218
O (-2.689, -1.759, 3.195)  -0.206
C (-3.150, -2.365, 2.016)  -0.118
H (1.163, 2.127, 9.237)  0.085
H (2.100, 1.830, 7.812)  0.073
H (0.983, 0.637, 8.472)  0.088
H (-0.119, 0.577, 6.161)  0.111
H (0.832, 1.994, 5.676)  0.115
H (-1.398, 3.285, 5.599)  0.116
H (-2.109, 2.103, 6.461)  0.117
H (-1.108, 1.829, 3.709)  0.067
H (-2.365, -0.291, 5.268)  0.132
H (-0.841, -0.203, 4.313)  0.094
H (-1.954, -0.087, 2.218)  0.097
H (-3.538, 0.115, 2.995)  0.125
H (-4.157, -2.055, 1.712)  0.086
H (-3.168, -3.434, 2.237)  0.085
H (-2.468, -2.195, 1.173)  0.080
C (-2.805, -8.480, 1.060)  -0.103
O (-2.464, -8.091, -0.263)  -0.196
C (-3.623, -7.963, -1.060)  -0.254
C (-3.375, -7.633, -2.516)  -0.213
N (-2.686, -6.372, -2.764)  -0.047
C (-1.233, -6.522, -2.709)  -0.212
C (-0.473, -5.231, -2.994)  -0.216
O (-0.825, -4.799, -4.302)  -0.161
C (-0.050, -3.681, -4.633)  -0.145
H (-1.850, -8.737, 1.519)  0.088
H (-3.428, -9.379, 1.053)  0.085
H (-3.267, -7.639, 1.584)  0.088
H (-4.274, -7.176, -0.646)  0.121
H (-4.271, -8.850, -0.993)  0.118
H (-4.365, -7.600, -2.983)  0.114
H (-2.847, -8.435, -3.036)  0.120
H (-3.019, -5.677, -2.106)  0.112
H (-0.957, -7.247, -3.478)  0.119
H (-0.872, -6.976, -1.779)  0.109
H (0.592, -5.480, -2.924)  0.120
H (-0.683, -4.434, -2.272)  0.123
H (-0.368, -3.298, -5.606)  0.087
H (0.992, -3.943, -4.879)  0.085
H (0.032, -2.847, -3.932)  0.062
N (-1.183, 0.785, -0.662)  0.193
C (-0.625, -0.223, -1.379)  -0.659
N (-0.686, -0.040, -2.732)  0.168
O (-0.165, -1.239, -0.851)  0.006
H (-1.816, 1.474, -1.051)  0.054
H (-1.167, 0.723, 0.341)  0.079
H (-0.134, -0.656, -3.303)  0.060
H (-1.071, 0.802, -3.113)  0.097
C (-0.108, 0.354, -6.198)  -0.134
O (0.764, -0.210, -5.228)  -0.152
H (0.214, 1.362, -6.483)  0.074
H (-0.117, -0.241, -7.111)  0.083
H (-1.091, 0.506, -5.758)  0.076
H (1.616, -0.429, -5.613)  0.091
C (0.763, 2.499, 1.528)  -0.145
O (0.289, 1.550, 2.459)  -0.152
H (1.626, 3.066, 1.892)  0.082
H (1.094, 2.024, 0.594)  0.058
H (-0.034, 3.202, 1.280)  0.070
H (1.070, 1.098, 2.857)  0.058
C (-4.504, 3.102, -0.981)  -0.160
O (-3.103, 2.921, -0.900)  -0.166
H (-4.896, 3.654, -0.126)  0.083
H (-4.850, 3.579, -1.908)  0.074
H (-4.995, 2.130, -1.059)  0.073
H (-2.736, 3.839, -0.879)  0.045
C (-4.159, -0.707, -2.771)  -0.159
O (-3.443, -1.224, -3.882)  -0.128
H (-3.780, 0.268, -2.445)  0.055
H (-5.179, -0.578, -3.131)  0.079
H (-4.131, -1.374, -1.906)  0.077
H (-2.500, -1.132, -3.706)  0.031

Multiplicity: 1
Largest force on an atom, eV Å⁻¹: 1.980
Energy, Eh: -2902.1689
Lowest unoccupied orbital energy, Ha: 0.01840
Relative energy (zero: lowest compared OMol25 entry of this formula, charge and spin), eV: 0.0000
Frontier orbital gap, eV: 8.8
Structure (SMILES): COCCNCCOC.COCCNCCOC.COCCNCCOC.COCCNCCOC.COCCNCCOC.NC(N)=O.CO.CO.CO.CO
Charge: 0

=====

Record 2
Computed, not measured: a 11-piece molecular cluster, C36H101N7O11 overall in a non-equilibrium geometry, with ωB97M-V with the def2-TZVPD basis set.

Last column: Löwdin charge in e.
Geometry (Å):
C (-1.375, 10.241, -2.284)  -0.129
O (-1.841, 9.228, -1.419)  -0.194
C (-0.769, 8.392, -1.019)  -0.174
C (-1.269, 7.134, -0.199)  -0.431
C (-1.938, 6.039, -1.015)  -0.082
N (-2.261, 7.536, 0.729)  0.018
H (-2.324, 10.655, -2.626)  0.085
H (-0.961, 10.056, -3.276)  0.088
H (-0.855, 11.049, -1.770)  0.090
H (-0.245, 8.130, -1.939)  0.118
H (-0.137, 8.961, -0.337)  0.119
H (-0.441, 6.704, 0.365)  0.128
H (-1.305, 5.723, -1.844)  0.069
H (-2.912, 6.340, -1.402)  0.084
H (-2.024, 5.140, -0.405)  0.076
H (-2.883, 6.753, 0.876)  0.065
H (-2.900, 8.204, 0.324)  0.068
C (-7.342, 7.689, 7.394)  -0.074
O (-7.449, 6.358, 6.763)  -0.188
C (-6.679, 6.282, 5.566)  -0.216
C (-6.707, 4.854, 4.995)  -0.444
C (-5.903, 3.743, 5.650)  -0.057
N (-6.496, 4.806, 3.535)  0.019
H (-6.320, 7.993, 7.621)  0.080
H (-7.844, 7.575, 8.355)  0.082
H (-7.831, 8.462, 6.801)  0.081
H (-6.872, 7.097, 4.868)  0.122
H (-5.626, 6.381, 5.828)  0.117
H (-7.782, 4.679, 5.046)  0.125
H (-6.159, 2.766, 5.239)  0.074
H (-5.984, 3.638, 6.732)  0.077
H (-4.846, 3.964, 5.507)  0.078
H (-7.128, 5.485, 3.136)  0.061
H (-6.952, 3.938, 3.289)  0.063
C (-7.069, -1.955, -0.876)  -0.109
O (-8.154, -2.252, -1.751)  -0.203
C (-7.832, -2.289, -3.161)  -0.181
C (-9.090, -2.463, -4.106)  -0.382
C (-10.025, -3.656, -3.662)  -0.066
N (-8.600, -2.630, -5.497)  0.020
H (-6.177, -2.536, -1.110)  0.082
H (-7.395, -2.063, 0.159)  0.087
H (-6.776, -0.912, -0.995)  0.079
H (-7.380, -1.345, -3.467)  0.112
H (-7.037, -3.008, -3.357)  0.114
H (-9.692, -1.555, -4.060)  0.125
H (-10.853, -3.886, -4.334)  0.064
H (-10.402, -3.656, -2.639)  0.066
H (-9.375, -4.531, -3.681)  0.066
H (-8.056, -3.478, -5.561)  0.061
H (-9.357, -2.764, -6.152)  0.064
C (6.919, -4.736, 5.192)  -0.083
O (6.074, -5.684, 4.498)  -0.203
C (4.755, -5.724, 4.992)  -0.211
C (4.042, -6.946, 4.311)  -0.456
C (3.858, -6.749, 2.842)  -0.081
N (2.782, -7.244, 4.946)  0.039
H (6.397, -3.779, 5.186)  0.078
H (7.885, -4.655, 4.695)  0.088
H (7.009, -4.982, 6.250)  0.080
H (4.794, -5.948, 6.058)  0.115
H (4.213, -4.796, 4.812)  0.124
H (4.733, -7.787, 4.361)  0.140
H (3.236, -5.922, 2.500)  0.077
H (3.388, -7.644, 2.434)  0.079
H (4.838, -6.572, 2.398)  0.078
H (2.270, -6.377, 5.031)  0.071
H (2.960, -7.517, 5.902)  0.067
C (9.072, -4.689, -4.421)  -0.064
O (9.695, -3.431, -3.946)  -0.197
C (9.864, -3.457, -2.561)  -0.229
C (10.404, -2.084, -2.057)  -0.437
C (10.462, -2.031, -0.554)  -0.085
N (9.510, -0.973, -2.420)  0.025
H (9.000, -4.600, -5.505)  0.082
H (8.042, -4.788, -4.077)  0.082
H (9.639, -5.588, -4.179)  0.082
H (8.915, -3.718, -2.093)  0.125
H (10.633, -4.199, -2.344)  0.122
H (11.345, -1.838, -2.550)  0.133
H (11.140, -2.783, -0.150)  0.076
H (9.471, -2.200, -0.133)  0.082
H (10.813, -1.071, -0.174)  0.075
H (9.410, -0.996, -3.425)  0.063
H (10.107, -0.212, -2.129)  0.064
C (-0.092, 0.359, 1.755)  -0.154
O (-0.189, -0.144, 0.471)  -0.181
C (0.936, -0.886, -0.020)  -0.157
C (2.357, -0.213, 0.300)  -0.408
C (2.445, 1.194, -0.371)  -0.044
N (3.533, -0.975, -0.125)  0.019
H (-1.089, 0.474, 2.180)  0.091
H (0.489, 1.271, 1.890)  0.075
H (0.454, -0.300, 2.431)  0.082
H (0.931, -1.903, 0.373)  0.110
H (0.726, -1.015, -1.082)  0.118
H (2.488, -0.162, 1.381)  0.114
H (2.015, 1.109, -1.369)  0.083
H (3.508, 1.430, -0.325)  0.068
H (1.876, 1.930, 0.198)  0.064
H (3.941, -1.353, 0.718)  0.066
H (4.224, -0.372, -0.550)  0.054
C (-2.151, 0.038, -6.411)  -0.069
O (-1.576, 1.225, -7.025)  -0.201
C (-2.525, 2.164, -7.387)  -0.236
C (-1.816, 3.230, -8.313)  -0.428
C (-0.740, 4.034, -7.555)  -0.064
N (-2.749, 4.202, -8.812)  0.025
H (-2.977, -0.315, -7.028)  0.079
H (-2.585, 0.309, -5.448)  0.082
H (-1.398, -0.732, -6.246)  0.086
H (-3.308, 1.634, -7.929)  0.115
H (-2.933, 2.697, -6.528)  0.125
H (-1.360, 2.633, -9.103)  0.136
H (-1.032, 4.611, -6.678)  0.077
H (-0.177, 4.688, -8.222)  0.076
H (-0.080, 3.232, -7.225)  0.068
H (-3.621, 3.722, -8.985)  0.063
H (-2.967, 4.809, -8.035)  0.066
C (4.747, -1.511, -7.493)  -0.095
C (4.364, -0.027, -7.333)  -0.320
O (5.477, 0.545, -6.700)  -0.087
H (4.970, -1.960, -6.525)  0.066
H (5.627, -1.553, -8.135)  0.072
H (3.972, -2.176, -7.872)  0.064
H (3.489, 0.090, -6.693)  0.105
H (4.137, 0.414, -8.304)  0.109
H (5.440, 0.447, -5.746)  0.086
C (-3.006, -5.519, 7.689)  -0.107
C (-2.696, -4.385, 6.770)  -0.336
O (-1.287, -4.250, 6.614)  -0.078
H (-2.790, -6.482, 7.227)  0.074
H (-4.056, -5.598, 7.971)  0.074
H (-2.413, -5.420, 8.599)  0.074
H (-3.179, -3.469, 7.112)  0.110
H (-3.133, -4.650, 5.807)  0.109
H (-0.955, -3.635, 7.272)  0.079
C (-2.666, -7.631, 1.475)  -0.093
C (-2.921, -8.955, 2.233)  -0.317
O (-1.694, -9.621, 2.475)  -0.087
H (-2.016, -6.946, 2.019)  0.066
H (-3.663, -7.242, 1.267)  0.068
H (-2.110, -7.818, 0.556)  0.070
H (-3.637, -9.513, 1.630)  0.108
H (-3.400, -8.780, 3.196)  0.101
H (-1.075, -9.127, 3.018)  0.083
C (6.047, 4.834, 4.633)  -0.086
C (4.553, 5.133, 4.607)  -0.351
O (4.268, 6.107, 5.568)  -0.069
H (6.421, 4.086, 3.934)  0.072
H (6.381, 4.672, 5.657)  0.073
H (6.603, 5.724, 4.337)  0.070
H (3.908, 4.255, 4.635)  0.103
H (4.292, 5.546, 3.632)  0.102
H (3.401, 6.493, 5.421)  0.086

Multiplicity: 1
Largest force on an atom, eV Å⁻¹: 2.758
Energy, Eh: -2642.7991
Lowest unoccupied orbital energy, Ha: 0.00673
Relative energy (zero: lowest compared OMol25 entry of this formula, charge and spin), eV: 4.9829
Frontier orbital gap, eV: 9.2
Structure (SMILES): COC[C@H](C)N.COC[C@H](C)N.COC[C@H](C)N.COC[C@H](C)N.COC[C@H](C)N.COC[C@H](C)N.COC[C@H](C)N.CCO.CCO.CCO.CCO
Charge: 0